1.
This record from the OMol25 dataset describes C23H16AsHgO5 as an isolated structure. The level of theory is ωB97M-V with the def2-TZVPD basis set.

## Properties
LUMO level (spin up / spin down): -0.18436 / -0.23944 Ha
HOMO (spin up / spin down): -11.601 / -11.595 eV
electronic energy: -99345.7154 eV
total charge: +1
energy above the lowest of the compared OMol25 structures with the same formula, charge and spin: 298.5 kJ/mol
orbital gap (spin up / spin down): 0.2420 / 0.1867 hartree
max |F|: 6.52 eV Å⁻¹

```
46
Properties=species:S:1:pos:R:3:forces:R:3
O 0.01802 -0.10559 -6.90487 0.5 0.0 1.1
C 0.10650 -0.07972 -5.73237 -2.1 0.0 -1.5
Hg -0.39783 -0.05459 -3.63295 -2.2 0.1 2.6
O 2.60346 -0.15855 -5.07127 -2.1 0.1 0.6
C 1.45721 -0.10062 -4.83778 6.2 -0.2 -1.9
C -2.98733 -0.38189 -2.45104 0.2 0.8 -2.7
O -3.99825 -0.44655 -1.91045 -1.0 -0.3 1.4
C -0.95517 -2.94166 -3.05124 0.0 -0.6 0.0
O -1.11702 -4.05064 -2.96384 0.1 0.6 0.0
C -1.04342 2.96153 -3.21453 -0.1 2.2 0.2
O -1.11138 4.09161 -3.10038 0.1 -2.2 -0.2
H -3.10517 -0.04997 -3.62938 0.4 -0.4 1.2
C -0.27301 4.07683 2.53691 -0.2 -0.1 -0.1
C 0.38451 4.04333 1.28192 -0.3 0.0 0.4
C 0.45073 2.83502 0.56649 0.1 1.1 0.3
C -0.07864 1.67163 1.08141 -0.8 -0.6 -0.8
C -0.77215 1.70005 2.29477 0.2 0.3 -0.2
C -0.86328 2.88252 3.03397 0.2 0.6 -0.4
As 0.07070 0.05431 -0.13969 -0.4 0.4 1.4
C 1.89869 -0.35757 0.45475 0.5 -1.2 -0.2
C 2.86421 -0.63710 -0.52963 0.0 0.1 0.3
C 4.20808 -0.84656 -0.15894 -0.6 -0.1 -0.5
C 4.57073 -0.84586 1.18572 -0.4 0.0 0.3
C 3.59566 -0.68131 2.18419 -0.6 -0.1 -0.1
C 2.26041 -0.46280 1.81855 -0.2 0.1 -0.4
C -1.22747 -1.22497 0.72115 1.1 -0.1 0.3
C -0.77571 -2.48278 1.17568 0.4 0.3 -0.4
C -1.69645 -3.39672 1.70826 1.1 0.4 -0.1
C -3.02768 -3.04023 1.84685 -0.5 0.2 0.2
C -3.46806 -1.76603 1.46294 0.2 0.7 0.3
C -2.55369 -0.83682 0.94034 0.1 0.2 0.2
H -0.40500 5.03704 3.10267 0.3 -1.1 -0.7
H 0.80711 4.95269 0.80649 -0.4 -0.7 0.6
H 0.87179 2.86118 -0.42717 0.3 -0.1 -0.1
H -1.28172 0.81265 2.62116 0.0 -0.2 0.3
H -1.45911 2.88348 3.96269 0.5 0.1 -0.5
H 2.56965 -0.75142 -1.59249 0.2 0.4 0.7
H 4.90069 -1.04914 -0.98459 0.0 0.1 0.7
H 5.58596 -1.03211 1.51220 0.1 0.1 -0.3
H 3.83914 -0.75924 3.25987 0.0 0.1 -0.8
H 1.45922 -0.41932 2.56983 0.5 0.2 -0.2
H 0.32671 -2.70728 1.19699 -1.3 0.1 -0.3
H -1.26699 -4.33239 2.07207 -0.6 0.1 0.0
H -3.70570 -3.70884 2.37706 0.1 0.1 -0.4
H -4.48983 -1.40249 1.67595 0.6 -0.5 -0.1
H -2.78912 0.24689 0.88175 -0.2 -1.0 -0.5
```
Forces are in eV/Å.



2.
This record from the OMol25 dataset describes one molecule with the formula C20H27N9O3. The level of theory is ωB97M-V with the def2-TZVPD basis set.

## Properties
LUMO level: -0.00612 Ha
HOMO: -7.735 eV
structure (SMILES): CCCN(CCC)Cc1c(C(=O)N/N=C/C(C)=C\c2ccco2)nnn1-c1nonc1N
electronic energy: -40727.1269 eV
total charge: 0
energy above the lowest of the compared OMol25 structures with the same formula, charge and spin: 3.7 kJ/mol
orbital gap: 0.2781 hartree
max |F|: 2.01 eV Å⁻¹

```
59
Properties=species:S:1:pos:R:3:forces:R:3
C 0.85598 3.94483 0.26213 0.1 -0.2 0.0
C 1.07410 2.50291 -0.17588 -0.2 0.1 0.0
C -0.14322 1.95126 -0.92198 0.3 -0.1 0.2
N -1.36609 2.06065 -0.15251 0.0 0.0 0.0
C -2.56465 2.30068 -0.92583 -0.1 -0.1 -0.2
C -2.86987 1.32330 -2.07546 -0.1 0.2 0.2
C -4.26084 1.57296 -2.64420 0.2 -0.1 0.0
C -1.49607 1.19563 1.00301 0.0 0.5 0.1
C -1.69990 -0.24409 0.66862 0.5 -0.6 -0.2
C -0.77757 -1.22744 0.33008 -0.9 0.7 0.4
C 0.69359 -1.17891 0.43063 0.3 -0.2 0.0
O 1.27443 -0.34300 1.09820 0.1 0.0 -0.1
N 1.27743 -2.18459 -0.27993 -0.5 0.1 -0.1
N 2.58185 -2.48529 -0.46674 0.7 -0.3 -0.1
C 3.51438 -1.65910 -0.16530 -0.8 0.6 0.3
C 4.88528 -2.04337 -0.38472 1.0 -0.1 -0.1
C 5.12836 -3.46791 -0.77860 0.0 0.1 0.0
C 5.91823 -1.18170 -0.23631 -0.8 -0.6 -0.1
C 5.90183 0.21259 0.08878 1.2 0.7 0.2
C 6.98476 1.03669 0.32205 -0.6 -0.7 -0.2
C 6.46532 2.31767 0.59179 -0.7 0.2 0.0
C 5.11033 2.19628 0.50051 0.7 0.7 0.2
O 4.76414 0.93889 0.19750 -0.3 -0.4 -0.1
N -1.45436 -2.33630 -0.06011 0.4 -0.1 -0.1
N -2.70235 -2.12039 0.02118 -0.9 -0.5 -0.1
N -2.89941 -0.86004 0.46229 1.7 0.3 0.2
C -4.18422 -0.41073 0.65482 -2.0 0.3 0.1
N -4.53519 0.71467 1.21029 0.9 -0.4 -0.1
O -5.87010 0.74567 1.20576 0.1 0.3 0.1
N -6.39824 -0.36999 0.64594 -0.1 -1.0 -0.5
C -5.39041 -1.12563 0.28248 0.3 1.2 0.5
N -5.45539 -2.29641 -0.36446 -0.2 -0.6 -0.3
H 1.70838 4.30718 0.83207 0.1 0.1 0.1
H -0.03319 4.01459 0.88252 -0.1 0.1 0.1
H 0.72114 4.59083 -0.60317 0.0 0.1 -0.1
H 1.93140 2.44079 -0.85011 0.1 -0.1 0.0
H 1.29643 1.87639 0.68740 0.1 0.0 -0.1
H -0.28622 2.54496 -1.82789 0.0 -0.1 -0.1
H 0.06650 0.91362 -1.23370 0.0 0.1 -0.1
H -2.47629 3.30611 -1.35464 -0.1 0.0 0.0
H -3.40581 2.31332 -0.22891 0.0 0.1 -0.1
H -2.80070 0.28981 -1.73337 0.1 0.0 0.0
H -2.12797 1.44676 -2.86705 0.1 -0.1 0.0
H -4.34057 2.59216 -3.01493 -0.1 0.1 -0.1
H -4.46816 0.88993 -3.46483 -0.1 0.0 -0.1
H -5.02269 1.43125 -1.88013 -0.1 0.0 0.1
H -0.57426 1.26984 1.58341 -0.2 -0.1 0.1
H -2.33700 1.55251 1.60237 0.2 0.0 0.0
H 0.65204 -2.88278 -0.66837 0.2 0.2 0.1
H 3.32496 -0.67950 0.25587 -0.2 -0.1 0.0
H 6.18288 -3.65347 -0.96213 0.1 0.0 0.0
H 4.55675 -3.70004 -1.67433 0.0 -0.1 -0.1
H 4.77867 -4.13408 0.00774 0.0 -0.1 0.0
H 6.92135 -1.56034 -0.38502 0.0 0.0 0.0
H 8.01616 0.74872 0.30602 0.2 -0.1 0.0
H 7.01799 3.20593 0.81978 0.0 0.2 0.1
H 4.31473 2.90405 0.62502 -0.2 0.0 0.0
H -6.34743 -2.75101 -0.43813 0.0 0.0 0.0
H -4.59902 -2.82864 -0.42548 -0.2 0.0 0.0
```
Forces are in eV/Å.



3.
This record from the OMol25 dataset describes one molecule with the formula C5H4N2O. The level of theory is ωB97M-V with the def2-TZVPD basis set.

## Properties
LUMO level: -0.06684 Ha
HOMO: -9.671 eV
structure (SMILES): C=C1C=NN=CC1=O
electronic energy: -10274.4083 eV
total charge: 0
energy above the lowest of the compared OMol25 structures with the same formula, charge and spin: 227.1 kJ/mol
orbital gap: 0.2886 hartree
max |F|: 4.21 eV Å⁻¹

```
12
Properties=species:S:1:pos:R:3:forces:R:3
C -0.07257 2.00573 -1.04660 1.1 -0.2 -1.1
C 0.19113 0.77306 -0.60360 -1.6 0.6 1.9
C 1.26422 -0.12149 -0.82462 2.2 -3.3 -0.3
N 1.43979 -1.31586 -0.21306 0.7 3.6 -2.1
N 0.55957 -1.73284 0.75938 -0.1 -0.8 -0.2
C -0.49490 -1.07494 0.97297 -1.1 1.0 0.9
C -0.79581 0.28388 0.40616 -1.4 -1.0 -0.3
O -1.86971 0.82441 0.64386 1.1 -0.2 0.1
H 0.56024 2.42493 -1.85500 -0.6 0.1 0.7
H -0.94316 2.48292 -0.59928 0.2 0.2 -0.5
H 2.03387 0.12971 -1.62060 -0.9 -0.5 1.1
H -1.24124 -1.48927 1.67379 0.5 0.3 -0.3
```
Forces are in eV/Å.



4.
This record from the OMol25 dataset describes Cl3NO15Tl as an isolated structure. The level of theory is ωB97M-V with the def2-TZVPD basis set.

## Properties
LUMO level: -0.15953 Ha
HOMO: -6.424 eV
electronic energy: -74428.7674 eV
total charge: -1
energy above the lowest of the compared OMol25 structures with the same formula, charge and spin: 169.7 kJ/mol
orbital gap: 0.0765 hartree
max |F|: 6.49 eV Å⁻¹

```
20
Properties=species:S:1:pos:R:3:forces:R:3
Tl 5.39372 -15.65462 5.75576 -0.4 -1.3 0.0
N 6.62422 -19.68311 5.17584 1.1 0.4 0.8
O 7.58894 -20.40514 5.31483 2.1 0.0 1.1
O 6.53640 -18.55198 5.70767 0.2 0.5 0.1
O 5.75990 -20.12559 4.50007 -3.6 -0.3 -2.1
Cl -0.75234 -19.20816 8.83387 2.5 1.0 -5.0
O 0.27769 -20.21419 8.83551 -0.4 1.0 0.0
O -1.69370 -19.30727 7.71701 0.7 -0.1 -2.6
O -1.71391 -19.52008 9.76038 -2.2 0.1 6.1
O -0.19221 -17.84807 8.69269 -0.6 -1.9 1.6
Cl 2.40701 -18.21176 6.00895 1.3 4.7 -2.7
O 3.78830 -18.08336 6.45671 0.4 0.5 1.5
O 1.78841 -19.33020 6.43512 -1.8 -4.0 1.9
O 1.62500 -17.01863 6.31348 1.0 -0.7 0.0
O 2.63482 -18.23434 4.57579 -0.5 0.1 -0.9
Cl 1.17660 -18.25612 0.90886 -1.4 -1.8 0.0
O -0.06451 -19.07534 1.10592 2.3 0.5 -0.5
O 1.39597 -18.14041 -0.58006 0.1 0.4 3.7
O 0.87319 -17.06643 1.68674 0.2 1.1 -1.3
O 2.34860 -18.77473 1.65716 -1.1 -0.2 -1.9
```
Forces are in eV/Å.



5.
This record from the OMol25 dataset describes C29H24Cl2KN9O2S as an isolated structure. The level of theory is ωB97M-V with the def2-TZVPD basis set.

## Properties
LUMO level: 0.14251 Ha
HOMO: -1.308 eV
electronic energy: -100171.6582 eV
total charge: -2
energy above the lowest of the compared OMol25 structures with the same formula, charge and spin: 553.2 kJ/mol
orbital gap: 0.1906 hartree
max |F|: 1.58 eV Å⁻¹

```
68
Properties=species:S:1:pos:R:3:forces:R:3
K 0.74798 -0.65406 0.19909 -0.8 0.9 -0.1
Cl 5.21880 -6.48163 0.98699 0.3 -0.1 0.0
C 3.78404 -5.49967 0.90428 -0.2 -0.2 0.0
C 3.89113 -4.12604 1.00711 0.1 0.0 0.0
C 2.76816 -3.29808 0.93921 0.1 -0.7 0.0
N 2.85491 -1.93098 0.84929 0.0 0.3 0.1
C 3.97423 -1.26271 0.92440 0.2 0.3 0.2
O 5.14545 -1.55618 1.22395 0.2 -0.1 0.0
C 3.78950 0.15536 0.39024 0.9 -0.2 0.6
C 3.63623 0.06658 -1.05898 0.0 0.0 -0.6
C 2.78643 2.10588 -1.55472 -0.1 0.1 -0.2
C 3.05726 2.88985 -0.34875 0.2 0.1 0.6
C 3.56176 2.43571 0.81540 -0.4 0.9 -0.6
N 3.79439 1.15005 1.18918 0.1 -0.7 0.5
C 1.47195 -3.90112 0.85000 0.4 -0.6 0.1
C 1.41146 -5.29430 0.70138 -0.1 0.0 0.0
C 2.54492 -6.07984 0.72523 0.2 0.0 0.0
Cl 2.38899 -7.80855 0.52247 -0.1 -0.1 0.0
N 0.36607 -3.09944 0.82907 -0.3 0.3 -0.1
C -0.84487 -3.57813 1.03748 0.1 0.0 0.2
O -1.22410 -4.71065 1.39532 -0.2 -0.3 0.0
C -1.96247 -2.58195 0.80415 -0.5 -0.4 -0.1
C -3.04510 -3.01911 0.03275 -0.1 0.0 0.0
C -4.12054 -2.18069 -0.16237 0.0 0.0 0.0
C -4.10514 -0.93195 0.44204 0.0 0.1 0.0
C -2.99808 -0.59497 1.20040 -0.4 0.3 0.0
N -1.95366 -1.38720 1.38066 0.6 -0.1 0.1
H 4.86218 -3.67123 1.12527 0.0 0.0 0.0
H 3.95252 -0.89614 -1.45836 -0.1 0.2 0.0
H 2.39759 2.72233 -2.36784 0.0 -0.2 0.1
H 2.76986 3.93393 -0.41196 0.1 0.0 0.1
H 3.73029 3.13572 1.62855 -0.1 0.2 -0.1
H 0.44456 -5.75177 0.56258 0.0 0.0 0.1
H -3.01011 -4.00682 -0.40275 0.0 0.0 0.0
H -4.96676 -2.48184 -0.77082 0.1 0.0 0.0
H -4.93062 -0.24106 0.32084 0.0 0.0 0.0
H -2.95152 0.36208 1.70955 0.0 0.1 -0.1
C -4.90563 1.09627 -2.78456 0.2 0.1 -0.1
C -3.70960 1.54008 -3.63070 -0.2 0.1 0.0
N -2.62762 0.59074 -3.56761 -0.2 0.1 -0.2
C -1.86334 0.48821 -2.40932 0.2 -0.7 0.0
S -1.18834 -1.03318 -2.18023 0.4 -0.4 0.1
N -1.86366 1.57123 -1.66331 -0.7 1.3 -0.2
N -1.04152 1.70519 -0.62179 0.3 -0.5 0.4
C -1.28741 2.69750 0.17685 -1.0 0.0 -1.0
C -2.47430 3.63214 -0.00206 0.2 -0.4 -0.1
C -0.42145 2.95406 1.30529 0.6 0.3 0.7
C -0.40809 4.22486 1.92379 -0.1 -0.2 -0.3
C 0.39412 4.44080 3.02110 0.2 -0.1 0.2
C 1.16777 3.39460 3.50625 -0.1 0.1 -0.1
C 1.11318 2.18447 2.82257 0.3 0.2 0.5
N 0.35647 1.96728 1.76917 -0.3 -0.2 -0.4
H -5.75584 1.76868 -2.89884 -0.1 0.1 0.0
H -4.59570 1.07503 -1.74270 0.0 0.0 0.1
H -5.21017 0.08901 -3.06937 -0.1 -0.1 0.0
H -3.31661 2.48560 -3.25394 -0.2 0.0 -0.1
H -4.00760 1.66385 -4.67839 0.0 0.0 0.0
H -2.84997 -0.33469 -3.91841 0.2 0.2 0.1
H -3.19494 3.15774 -0.66325 0.0 0.0 0.0
H -2.16722 4.57940 -0.45077 -0.1 0.1 0.0
H -2.94457 3.83519 0.96015 0.0 0.1 0.1
H -0.99897 5.03787 1.52671 -0.1 -0.1 0.0
H 0.42696 5.41781 3.49355 0.0 0.0 0.0
H 1.79923 3.51965 4.37466 0.1 -0.1 0.0
H 1.72644 1.35025 3.13563 0.1 -0.1 0.1
N 3.82813 1.17501 -1.99736 1.2 0.4 0.2
C 2.44422 0.64442 -1.77758 -1.4 -0.4 -0.7
H 4.33836 1.14957 -2.86586 -0.1 -0.1 -0.1
```
Forces are in eV/Å.